DFT (wB97M-V/def2-TZVPD) results for a cluster of 6 separate species, C32H61N2O12 in total in a non-equilibrium geometry.

Last columns: bonded neighbours and bond lengths (Å).
Cartesian coordinates (Å):
1 O -3.934 13.247 18.566  N14 1.410, H91 0.970
2 O -7.743 12.979 24.125  C21 1.342, C44 1.434
3 O -0.938 12.013 19.433  C41 1.177
4 O -0.528 9.281 23.828  C30 1.355, C31 1.430
5 O -9.249 12.143 25.563  C21 1.199
6 O -2.510 8.341 24.199  C25 1.422, C30 1.363
7 O -1.021 15.317 29.058  N13 1.399, H93 0.972
8 O 0.937 13.074 20.079  C28 1.414, C41 1.372
9 O -7.041 11.795 25.859  C15 1.437, C21 1.341
10 O -3.696 12.198 22.799  C45 1.330
11 O -1.960 8.984 22.113  C30 1.179
12 O -0.936 14.245 19.749  C37 1.444, C41 1.350
13 N 0.091 14.783 28.398  O7 1.399, C24 1.450, C34 1.453
14 N -5.169 13.923 18.650  O1 1.410, C23 1.466, C29 1.459
15 C -5.844 12.117 25.132  O9 1.437, C44 1.522, H52 1.089, H67 1.088
16 C -0.571 16.134 21.233  C37 1.509, H83 1.093, H94 1.089, H97 1.090
17 C 2.594 14.365 27.208  C20 1.531, C36 1.513, H80 1.092, H105 1.091
18 C 0.583 13.412 30.319  C34 1.529, H57 1.093, H58 1.091, H92 1.092
19 C -1.063 14.995 26.245  C24 1.542, H60 1.091, H84 1.086, H90 1.091
20 C 2.308 13.722 28.568  C17 1.531, C34 1.535, H55 1.093, H98 1.091
21 C -8.110 12.289 25.216  O2 1.342, O5 1.199, O9 1.341
22 C -6.424 15.776 19.582  C23 1.526, C43 1.525, H85 1.098, H100 1.095
23 C -5.066 15.080 19.545  N14 1.466, C22 1.526, C38 1.540, C42 1.524
24 C 0.239 15.245 27.032  N13 1.450, C19 1.542, C36 1.516, C39 1.537
25 C -1.889 8.371 25.477  O6 1.422, C31 1.543, H47 1.089, H68 1.089
26 C -0.109 10.169 26.004  C31 1.512, H71 1.095, H73 1.091, H106 1.092
27 C -4.893 14.776 16.284  C29 1.561, H63 1.090, H65 1.089, H104 1.091
28 C 1.228 14.352 20.609  O8 1.414, C37 1.528, H64 1.095, H103 1.088
29 C -5.773 14.015 17.325  N14 1.459, C27 1.561, C32 1.525, C46 1.524
30 C -1.692 8.889 23.257  O4 1.355, O6 1.363, O11 1.179
31 C -0.476 8.933 25.215  O4 1.430, C25 1.543, C26 1.512, H51 1.092
32 C -7.147 14.667 17.435  C29 1.525, C43 1.529, H75 1.090, H79 1.090
33 C 1.730 15.635 30.076  C34 1.552, H56 1.094, H59 1.091, H96 1.089
34 C 1.156 14.411 29.313  N13 1.453, C18 1.529, C20 1.535, C33 1.552
35 C -1.327 12.721 23.193  C45 1.544, H49 1.113, H62 1.090, H102 1.093
36 C 1.307 14.367 26.411  C17 1.513, C24 1.516, H54 1.098, H66 1.094
37 C 0.034 15.215 20.200  O12 1.444, C16 1.509, C28 1.528, H99 1.098
38 C -3.985 16.116 19.183  C23 1.540, H74 1.092, H76 1.093, H77 1.091
39 C 0.592 16.738 26.932  C24 1.537, H53 1.090, H81 1.093, H87 1.096
40 C -5.998 14.589 24.657  C44 1.521, H69 1.091, H86 1.095, H88 1.090
41 C -0.388 13.011 19.729  O3 1.177, O8 1.372, O12 1.350
42 C -4.764 14.543 20.939  C23 1.524, H50 1.085, H61 1.106, H101 1.086
43 C -7.080 15.977 18.220  C22 1.525, C32 1.529, H89 1.095, H107 1.097
44 C -6.325 13.188 24.163  O2 1.434, C15 1.522, C40 1.521, H48 1.090
45 C -2.792 12.628 23.673  O10 1.330, C35 1.544, H70 1.137, H82 1.132
46 C -5.998 12.597 16.812  C29 1.524, H72 1.094, H78 1.088, H95 1.094
47 H -1.833 7.348 25.846  C25 1.089
48 H -5.825 13.070 23.202  C44 1.090
49 H -0.764 12.939 24.127  C35 1.113
50 H -5.511 13.818 21.242  C42 1.085
51 H 0.278 8.149 25.314  C31 1.092
52 H -5.402 11.269 24.611  C15 1.089
53 H -0.270 17.404 26.928  C39 1.090
54 H 1.525 14.686 25.383  C36 1.098
55 H 3.195 13.827 29.198  C20 1.093
56 H 2.270 15.273 30.956  C33 1.094
57 H -0.076 12.715 29.795  C18 1.093
58 H 1.349 12.830 30.835  C18 1.091
59 H 2.450 16.149 29.438  C33 1.091
60 H -1.492 14.021 26.486  C19 1.091
61 H -4.873 15.395 21.637  C42 1.106
62 H -1.128 13.564 22.532  C35 1.090
63 H -4.126 15.378 16.772  C27 1.090
64 H 1.321 14.306 21.699  C28 1.095
65 H -5.500 15.434 15.666  C27 1.089
66 H 0.950 13.342 26.279  C36 1.094
67 H -5.125 12.522 25.841  C15 1.088
68 H -2.457 9.020 26.142  C25 1.089
69 H -6.526 15.322 24.047  C40 1.091
70 H -2.987 13.697 24.007  C45 1.137
71 H 0.974 10.326 26.008  C26 1.095
72 H -6.621 12.640 15.914  C46 1.094
73 H -0.402 10.141 27.055  C26 1.091
74 H -4.333 16.761 18.373  C38 1.092
75 H -7.807 13.973 17.956  C32 1.090
76 H -3.825 16.754 20.055  C38 1.093
77 H -3.024 15.645 18.972  C38 1.091
78 H -5.086 12.035 16.623  C46 1.088
79 H -7.473 14.941 16.431  C32 1.090
80 H 2.946 15.384 27.388  C17 1.092
81 H 1.277 17.047 27.725  C39 1.093
82 H -2.804 11.985 24.605  C45 1.132
83 H 0.207 16.816 21.587  C16 1.093
84 H -0.857 15.054 25.180  C19 1.086
85 H -6.274 16.746 20.073  C22 1.098
86 H -4.940 14.754 24.426  C40 1.095
87 H 1.116 16.933 25.989  C39 1.096
88 H -6.138 14.676 25.734  C40 1.090
89 H -8.073 16.397 18.418  C43 1.095
90 H -1.814 15.718 26.566  C19 1.091
91 H -3.329 13.808 18.056  O1 0.970
92 H -0.046 13.896 31.070  C18 1.092
93 H -0.825 16.251 29.247  O7 0.972
94 H -1.378 16.721 20.796  C16 1.089
95 H -6.554 12.024 17.561  C46 1.094
96 H 0.962 16.315 30.441  C33 1.089
97 H -0.994 15.588 22.076  C16 1.090
98 H 2.049 12.670 28.440  C20 1.091
99 H 0.274 15.828 19.322  C37 1.098
100 H -7.120 15.264 20.255  C22 1.095
101 H -3.751 14.190 21.109  C42 1.086
102 H -0.860 11.792 22.857  C35 1.093
103 H 2.170 14.709 20.197  C28 1.088
104 H -4.350 14.061 15.665  C27 1.091
105 H 3.353 13.791 26.676  C17 1.091
106 H -0.544 11.045 25.520  C26 1.092
107 H -6.561 16.751 17.642  C43 1.097

Kohn-Sham gap = 5.22 eV
HOMO energy = -3.2 eV
Net charge = -1

Here are the Löwdin charges for atoms 1 to 6, given in e: number 1, O, carries 0.004; number 2, O, carries 0.087; number 3, O, carries 0.198; number 4, O, carries 0.060; number 5, O, carries 0.119; number 6, O, carries 0.058